{
  "formula": "C7H12",
  "method": "ωB97M-V/def2-TZVPD",
  "total_energy_ev": -7452.1600,
  "relative_energy_kj_mol": 122.67,
  "homo_energy_ev": -9.3,
  "e_lumo_ha": 0.03979,
  "orbital_gap_ev": 10.416,
  "total_charge": 0,
  "elements": ["C", "C", "C", "C", "C", "C", "C", "H", "H", "H", "H", "H", "H", "H", "H", "H", "H", "H", "H"],
  "positions_angstrom": [[3.92, -0.15, 1.09], [2.69, -0.36, 0.32], [1.67, -0.51, -0.30], [0.35, -0.63, -0.95], [-0.72, 0.07, -0.10], [-2.12, 0.04, -0.72], [-3.14, 0.72, 0.19], [3.69, 0.31, 2.05], [4.61, 0.51, 0.56], [4.43, -1.10, 1.28], [0.09, -1.69, -1.09], [0.39, -0.19, -1.95], [-0.74, -0.39, 0.89], [-0.41, 1.12, 0.05], [-2.42, -1.00, -0.90], [-2.10, 0.54, -1.70], [-3.30, 0.14, 1.11], [-2.79, 1.72, 0.49], [-4.11, 0.84, -0.30]]
}

***

{
  "formula": "C17H27NO2",
  "method": "ωB97M-V/def2-TZVPD",
  "total_energy_ev": -23652.8060,
  "relative_energy_kj_mol": 39.03,
  "homo_energy_ev": -8.4,
  "e_lumo_ha": 0.02796,
  "orbital_gap_ev": 9.192,
  "total_charge": 0,
  "elements": ["C", "C", "C", "C", "C", "C", "C", "C", "C", "O", "N", "C", "C", "O", "C", "C", "C", "C", "C", "C", "H", "H", "H", "H", "H", "H", "H", "H", "H", "H", "H", "H", "H", "H", "H", "H", "H", "H", "H", "H", "H", "H", "H", "H", "H", "H", "H"],
  "positions_angstrom": [[-6.88, -0.18, 1.28], [-6.51, -0.86, -0.02], [-5.40, -0.15, -0.79], [-4.04, -0.20, -0.08], [-2.95, 0.45, -0.92], [-1.59, 0.52, -0.21], [-0.94, -0.84, -0.03], [0.43, -0.74, 0.66], [1.43, -0.04, -0.24], [1.98, -0.58, -1.18], [1.61, 1.28, 0.04], [2.64, 2.05, -0.61], [3.76, 2.39, 0.39], [4.15, 1.28, 1.15], [4.80, 0.24, 0.54], [5.40, 0.28, -0.71], [6.05, -0.83, -1.20], [6.12, -2.00, -0.46], [5.53, -2.05, 0.79], [4.87, -0.94, 1.29], [-6.06, -0.19, 1.99], [-7.16, 0.86, 1.10], [-7.73, -0.68, 1.74], [-7.39, -0.91, -0.66], [-6.20, -1.89, 0.18], [-5.29, -0.61, -1.77], [-5.68, 0.90, -0.94], [-4.11, 0.32, 0.88], [-3.79, -1.24, 0.12], [-2.83, -0.11, -1.86], [-3.26, 1.46, -1.18], [-1.73, 1.00, 0.76], [-0.93, 1.15, -0.80], [-1.58, -1.49, 0.57], [-0.80, -1.32, -1.00], [0.34, -0.23, 1.61], [0.81, -1.75, 0.83], [1.21, 1.66, 0.88], [3.02, 1.43, -1.42], [2.23, 2.98, -1.02], [3.39, 3.11, 1.14], [4.61, 2.85, -0.13], [5.37, 1.18, -1.31], [6.51, -0.79, -2.18], [6.62, -2.87, -0.86], [5.57, -2.95, 1.38], [4.40, -0.96, 2.26]]
}

***

{
  "formula": "CH10N3O2",
  "method": "ωB97M-V/def2-TZVPD",
  "total_energy_ev": -9744.4007,
  "multiplicity": 2,
  "relative_energy_kj_mol": 76.45,
  "homo_energy_ev": [-19.8, -17.4],
  "e_lumo_ha": [-0.28235, -0.56022],
  "orbital_gap_ev": [12.070, 2.119],
  "total_charge": 2,
  "elements": ["N", "C", "N", "N", "H", "H", "H", "H", "H", "H", "H", "H", "O", "H", "H", "O"],
  "positions_angstrom": [[-2.08, 0.25, 0.16], [-1.62, -0.79, -0.56], [-0.42, -1.26, -0.42], [-2.56, -1.42, -1.37], [-1.40, 0.77, 0.75], [-3.00, 0.63, -0.06], [-0.06, -1.96, -1.06], [0.22, -0.50, -0.15], [-3.54, -1.13, -1.45], [-2.19, -2.18, -1.94], [1.66, 1.12, 1.22], [0.58, 2.12, 1.27], [0.71, 1.18, 0.98], [4.92, 1.68, 0.63], [4.64, 0.39, 1.22], [4.16, 1.09, 0.78]]
}

***

{
  "formula": "C30H19BrN5OS2Sn",
  "method": "ωB97M-V/def2-TZVPD",
  "total_energy_ev": -138460.9568,
  "relative_energy_kj_mol": 125.64,
  "homo_energy_ev": -5.2,
  "e_lumo_ha": 0.05796,
  "orbital_gap_ev": 6.759,
  "total_charge": -1,
  "elements": ["Sn", "O", "N", "C", "C", "C", "C", "C", "S", "H", "H", "H", "H", "N", "C", "C", "C", "C", "C", "C", "C", "C", "C", "C", "C", "C", "N", "C", "C", "C", "C", "N", "H", "H", "H", "H", "H", "H", "H", "H", "H", "H", "Br", "S", "C", "N", "C", "C", "C", "C", "C", "C", "C", "C", "H", "H", "H", "H", "H"],
  "positions_angstrom": [[-1.36, -0.14, 0.71], [-1.79, 1.86, 2.34], [-2.50, 2.81, 1.86], [-3.28, 3.52, 2.68], [-4.07, 4.55, 2.23], [-4.07, 4.86, 0.87], [-3.26, 4.13, 0.04], [-2.45, 3.10, 0.53], [-1.38, 2.26, -0.48], [-3.24, 3.21, 3.72], [-4.68, 5.10, 2.93], [-4.71, 5.63, 0.48], [-3.23, 4.32, -1.02], [9.41, 0.20, 0.89], [8.26, 0.19, 0.87], [6.85, 0.17, 0.84], [6.16, -0.97, 1.23], [4.78, -0.98, 1.20], [4.07, 0.14, 0.76], [4.77, 1.27, 0.36], [6.15, 1.30, 0.40], [2.59, 0.10, 0.72], [1.94, 0.20, 1.94], [2.57, 0.38, 3.20], [1.58, 0.50, 4.13], [0.37, 0.39, 3.43], [0.58, 0.21, 2.14], [2.00, -0.02, -0.53], [2.67, 0.01, -1.79], [1.70, -0.10, -2.75], [0.48, -0.20, -2.06], [0.66, -0.16, -0.75], [6.71, -1.84, 1.56], [4.23, -1.86, 1.51], [4.23, 2.14, 0.02], [6.70, 2.17, 0.09], [3.63, 0.40, 3.36], [1.68, 0.65, 5.19], [-0.63, 0.44, 3.82], [3.73, 0.11, -1.93], [1.83, -0.10, -3.82], [-0.50, -0.31, -2.48], [-1.78, -2.03, 2.43], [-5.83, 1.86, 1.10], [-4.57, 0.91, 0.92], [-3.66, 0.19, 0.75], [-1.99, -1.49, -0.91], [-2.44, -2.30, -1.68], [-2.96, -3.22, -2.63], [-2.43, -4.51, -2.73], [-2.94, -5.39, -3.67], [-3.96, -4.99, -4.52], [-4.48, -3.71, -4.43], [-3.98, -2.82, -3.49], [-1.64, -4.80, -2.06], [-2.53, -6.39, -3.74], [-4.35, -5.69, -5.26], [-5.27, -3.40, -5.09], [-4.38, -1.82, -3.41]]
}